6
Properties=species:S:1:pos:R:3:lowdin_charge:R:1 method="wB97M-V/def2-TZVPD" de_lowest_kcal_mol=58.3 charge=-1
C -0.567 0.723 0.439 -0.522
N 0.513 0.666 -0.234 -0.305
O 1.703 0.668 0.133 -0.146
S -0.129 -1.466 -1.243 0.217
N -1.554 1.206 0.881 0.083
H 0.035 -1.797 0.024 -0.326